Formula: C7H8BrN3O
Source: OMol25
Level of theory: ωB97M-V with the def2-TZVPD basis set

Computed properties:
- lowest unoccupied orbital energy (spin up / spin down) (eV) = 0.348 / 0.348
- electronic energy (a.u.) = -3084.91186
- maximum force (eV/A) = 3.9
- spin multiplicity = 1
- relative energy (zero: lowest compared OMol25 entry of this formula, charge and spin) (kcal per mole) = 77.8

Each line ends with the Mulliken charge.
Element x y z (Å)
C  0.0066  2.0422  0.6560  0.04
C  2.3794  -0.6754  0.4135  0.18
C  -1.1314  -1.0893  0.4001  -1.03
C  -1.0676  0.0586  -0.5523  -0.74
C  1.1474  -0.1463  1.0725  -0.47
C  0.3108  -1.4438  0.9182  0.20
C  0.1107  1.0040  -0.3568  0.83
N  -0.0710  2.9715  1.3413  -0.56
N  2.1999  -1.7359  -0.2359  -0.40
N  0.9725  1.3688  -1.3601  -0.44
O  0.9961  -2.2640  0.0794  -0.24
Br  3.8996  0.3553  0.1237  -0.13
H  -1.6710  -0.8358  1.2896  0.46
H  -1.5928  -1.9140  -0.0346  0.46
H  -1.0514  -0.2112  -1.7012  0.32
H  -2.1168  0.5556  -0.4023  0.25
H  1.3373  0.1952  2.0965  0.45
H  0.1676  -1.8868  1.8976  0.36
H  1.5134  2.2353  -1.4221  0.24
H  1.1669  0.6379  -2.1507  0.25

Formula: C7H8BrN3O3S
Source: OMol25
Level of theory: ωB97M-V with the def2-TZVPD basis set

Computed properties:
- lowest unoccupied orbital energy (eV) = 0.429
- electronic energy (a.u.) = -3633.65384
- maximum force (eV/A) = 3.3
- spin multiplicity = 1
- relative energy (zero: lowest compared OMol25 entry of this formula, charge and spin) (kcal per mole) = 0.0

Each line ends with the Mulliken charge.
Element x y z (Å)
C  -3.0232  0.3987  -0.3462  -0.50
C  -2.1738  0.5359  0.8013  -0.49
C  -2.6315  -0.4263  -1.3960  -0.48
C  -1.0617  -0.2098  0.9005  1.46
C  -0.7615  -0.9734  -0.1928  -0.31
C  1.7112  -1.7111  -0.0268  0.07
C  2.3432  -0.5264  -0.2017  -0.36
N  -1.4113  -1.0429  -1.3245  -0.58
N  0.3467  -1.8676  -0.0847  -0.04
N  1.5360  1.8975  0.5421  -0.46
O  3.0820  1.5961  -1.4370  -0.62
O  0.7160  0.9269  -1.6844  -0.55
O  -0.3858  -0.2522  2.0824  -0.50
S  1.8776  1.0247  -0.8999  1.07
Br  4.1683  -0.2014  0.2910  -0.12
H  -3.8920  1.0158  -0.6025  0.33
H  -2.4527  1.0551  1.7818  0.17
H  -3.1507  -0.5576  -2.3328  0.43
H  2.3186  -2.6260  0.0984  0.38
H  -0.9026  0.2232  2.7433  0.32
H  0.1184  -2.7919  -0.3656  0.28
H  2.1965  1.6202  1.2271  0.26
H  1.4322  2.8925  0.4270  0.26

Formula: C7H8Cl2CuNO9
Source: OMol25
Level of theory: ωB97M-V with the def2-TZVPD basis set

Computed properties:
- lowest unoccupied orbital energy (spin up / spin down) (eV) = 7.560 / 7.068
- electronic energy (a.u.) = -3564.38686
- maximum force (eV/A) = 3.3
- spin multiplicity = 2
- ⟨S²⟩ = 0.753
- relative energy (zero: lowest compared OMol25 entry of this formula, charge and spin) (kcal per mole) = 12.2
- charge = -3

Each line ends with the Löwdin spin population.
Element x y z (Å)
Cu  0.5733  0.3874  -0.7846  0.77
Cl  1.7165  -0.6756  -2.8151  0.09
Cl  1.5674  2.7611  -0.4279  0.05
O  -2.9737  2.0484  -3.0795  0.00
C  -2.0241  1.0137  -2.9406  0.00
O  -0.9512  1.2897  -2.3679  0.00
O  -2.4432  -0.0940  -3.3229  0.00
H  -2.4478  2.7886  -2.7382  0.00
O  -1.3165  3.0944  1.5348  0.00
C  -1.5130  1.7270  1.5994  0.00
O  -2.5306  1.2716  2.1281  0.00
O  -0.6562  1.0399  0.9565  0.02
H  -0.5622  3.0818  0.9080  0.00
O  -2.2144  -1.4482  1.0652  0.00
C  -1.7722  -2.0475  -0.0779  0.00
O  -2.4021  -3.0126  -0.5872  0.01
O  -0.7321  -1.6272  -0.6645  0.05
H  -1.6255  -0.6659  1.1204  0.00
N  2.0226  -2.1409  0.6036  0.00
C  1.3433  -1.5388  1.6234  0.00
C  1.8412  -0.3059  1.8503  0.00
C  2.9468  -0.1081  0.9090  0.00
C  2.9782  -1.2592  0.1683  0.00
H  1.7516  -3.0330  0.2382  0.00
H  0.6097  -2.1032  2.1775  0.00
H  1.5748  0.3796  2.6360  0.00
H  3.5795  0.7605  0.8878  0.00
H  3.6598  -1.5838  -0.6002  0.00